# 1
Computed, not measured: the molecule C4H7NO, with ωB97M-V with the def2-TZVPD basis set.

The geometry in XYZ format:
```
13
Properties=species:S:1:pos:R:3:forces:R:3
C 1.671 0.324 -0.367 0.26 0.04 0.10
N 0.234 0.257 -0.450 0.35 0.26 -0.15
C -0.584 0.962 0.487 -0.05 0.26 -0.01
C -0.529 -0.540 0.503 0.38 0.05 0.09
C -1.566 -1.196 -0.353 -0.59 -0.92 0.39
O -2.286 -2.149 -0.142 0.89 1.11 -0.10
H 2.008 1.185 -0.953 0.01 -0.12 0.14
H 2.106 -0.580 -0.812 -0.13 0.19 0.12
H 2.038 0.426 0.663 0.06 0.01 0.00
H -0.091 1.507 1.294 -0.11 -0.28 -0.02
H -1.467 1.459 0.083 0.18 -0.08 0.05
H 0.000 -1.015 1.332 -0.33 -0.06 -0.20
H -1.463 -0.615 -1.291 -0.94 -0.45 -0.41
```
Positions in Å, forces in eV/Å.

Output
- SMILES = CN1C[C@H]1C=O
- frontier orbital gap (eV) = 10.647
- energy relative to the best compared isomer or geometry (same formula, charge and spin) (kcal/mol) = 59.35
- strongest force on any atom (eV/Å) = 1.423
- LUMO level (eV) = 0.90

# 2
Computed, not measured: a cluster of 2 separate species, C2H9N3O in total, with ωB97M-V with the def2-TZVPD basis set.

The geometry in XYZ format:
```
15
Properties=species:S:1:pos:R:3:forces:R:3
N 1.298 -1.974 0.201 0.39 0.47 -0.42
C 1.851 -0.626 0.129 -0.32 -0.22 -0.21
O 1.684 0.128 1.303 -0.15 0.39 -0.01
H 1.945 -2.539 0.722 -0.09 -0.35 0.34
H 0.413 -1.950 0.686 -0.07 -0.10 0.17
H 2.921 -0.709 -0.048 0.09 -0.09 -0.08
H 1.409 -0.134 -0.746 -0.01 0.18 0.21
N -2.247 1.043 -1.255 0.76 -0.25 0.16
C -1.443 0.634 -0.234 -0.57 0.37 0.55
N -1.087 1.332 0.777 1.24 -0.29 -0.68
H -2.808 1.855 -1.101 -0.23 0.22 -0.25
H -2.512 0.356 -1.927 -0.34 0.02 -0.31
H -1.157 -0.411 -0.302 -0.03 -0.19 0.11
H 0.874 0.668 1.230 0.03 -0.25 0.07
H -1.139 2.327 0.564 -0.69 0.09 0.35
```
Positions in Å, forces in eV/Å.

Output
- SMILES = [H]/N=C\N.NCO
- frontier orbital gap (eV) = 10.076
- energy relative to the best compared isomer or geometry (same formula, charge and spin) (kcal/mol) = 25.59
- strongest force on any atom (eV/Å) = 1.448
- LUMO level (eV) = 0.78